Formula: C10H10S
Source: OMol25
Level of theory: the ωB97M-V functional and the def2-TZVPD basis

Element x y z (Å)
C1 2.806991 -0.276872 -0.392213
C2 2.097902 -1.391004 -0.052641
C3 2.161000 0.918147 -0.589490
C4 0.670554 -1.467628 0.175964
C5 0.786623 0.894407 -0.346479
C6 0.106389 -0.243450 0.002005
C7 -0.130068 1.975873 -0.506912
C8 -1.388240 1.546471 -0.260717
C9 -1.402131 0.017019 -0.053783
C10 -1.867156 -0.241186 1.335938
S1 -2.338396 -0.859214 -1.454239
H1 3.962773 -0.370570 -0.602860
H2 2.684093 -2.259933 0.019755
H3 2.589363 1.904037 -0.870244
H4 0.226891 -2.459384 0.251864
H5 0.002598 3.023151 -0.797456
H6 -2.251145 2.118383 -0.333499
H7 -2.850448 -0.653042 1.270670
H8 -1.844515 0.627816 1.937498
H9 -1.138667 -1.037052 1.855598
H10 -2.884419 -1.765972 -0.588762

Atomic forces in eV per Å
C 3.1 2.2 -1.3
C -1.6 -1.9 0.9
C 1.8 0.6 0.0
C 2.8 0.9 -1.1
C -1.1 5.1 -1.1
C -3.3 -3.0 -0.5
C 5.2 0.4 -0.6
C -3.3 -3.8 0.4
C 1.3 2.1 -0.3
C 0.6 -3.4 1.2
S 0.2 -0.2 1.5
H -2.5 0.2 0.6
H 0.4 -1.3 0.2
H 0.1 -1.1 0.1
H -0.3 0.6 0.3
H 0.8 -0.6 0.1
H -1.5 0.8 0.0
H -0.9 -0.2 0.7
H 0.0 0.9 0.6
H -1.9 1.6 -1.0
H 0.2 0.3 -0.6

Calculated values
Multiplicity: 3
Calculated total energy (eV): -21362.486
HOMO energy (spin up / spin down) (Ha): -0.184 / -0.332
Energy above the lowest of the compared OMol25 structures with the same formula, charge and spin (kJ/mol): 0.00
Frontier orbital gap (spin up / spin down) (eV): 5.86 / 6.75
LUMO level (spin up / spin down) (eV): 0.84 / -2.28